Molecular formula: C26H38CoN8S2
Method: DFT, wB97M-V/def2-TZVPD

```
75
Properties=species:S:1:pos:R:3:lowdin_spin:R:1
Co -0.591 0.438 -1.308 2.72
C -3.848 -1.035 -2.134 0.00
C -2.665 -1.979 -1.966 0.00
N -1.351 -1.394 -2.345 0.04
C -1.173 -1.210 -3.801 0.00
C 0.165 -0.543 -4.052 0.00
N 0.182 0.755 -3.346 0.04
C 1.447 1.509 -3.516 0.00
C 1.255 2.981 -3.183 0.00
C 0.893 3.270 -1.734 0.00
N -0.392 2.672 -1.291 0.05
C -1.587 3.301 -1.882 0.00
C -2.816 2.536 -1.435 0.00
N -2.649 1.112 -1.792 0.05
C -3.772 0.257 -1.336 0.00
H -4.736 -1.579 -1.808 0.00
H -4.015 -0.806 -3.191 0.00
H -2.850 -2.882 -2.554 0.00
H -2.593 -2.282 -0.919 0.00
H -0.649 -2.075 -2.070 0.00
H -1.975 -0.575 -4.183 0.00
H -1.239 -2.160 -4.336 0.00
H 0.336 -0.422 -5.123 0.00
H 0.976 -1.162 -3.659 0.00
H -0.534 1.326 -3.791 0.00
H 1.801 1.416 -4.545 0.00
H 2.211 1.075 -2.866 0.00
H 0.518 3.415 -3.866 0.00
H 2.191 3.500 -3.390 0.00
H 0.876 4.352 -1.580 0.00
H 1.673 2.864 -1.084 0.00
H -0.452 2.854 -0.293 0.00
H -1.511 3.277 -2.972 0.00
H -1.670 4.351 -1.593 0.00
H -3.709 2.960 -1.899 0.00
H -2.945 2.612 -0.352 0.00
H -2.673 1.073 -2.809 0.00
H -4.716 0.796 -1.443 0.00
H -3.645 0.036 -0.275 0.00
N 4.512 -4.821 0.357 0.01
C 3.750 -4.096 1.121 0.09
S 3.786 -4.160 2.805 0.83
C 2.811 -3.111 0.507 0.03
C 1.511 -2.975 0.988 0.02
C 0.690 -2.023 0.408 0.01
N 1.079 -1.223 -0.591 0.03
C 2.330 -1.365 -1.045 0.00
C 3.231 -2.287 -0.530 0.01
H 5.189 -5.474 0.738 0.00
H 4.407 -4.811 -0.651 0.00
H 1.132 -3.607 1.782 0.00
H -0.324 -1.895 0.769 0.00
H 2.637 -0.713 -1.851 0.00
H 4.240 -2.324 -0.922 0.00
S -0.129 2.287 5.194 0.00
C -0.257 1.688 3.523 0.00
C -1.493 1.362 2.975 0.00
C -1.558 0.938 1.660 0.00
N -0.477 0.806 0.875 0.03
C 0.715 1.114 1.415 0.00
C 0.867 1.563 2.710 0.00
C 0.452 0.750 5.912 0.00
C -0.454 -0.164 6.421 0.00
C 0.048 -1.350 6.950 0.00
N 1.347 -1.638 6.992 0.00
C 2.204 -0.728 6.535 0.00
C 1.810 0.484 5.982 0.00
H -2.398 1.445 3.563 0.00
H -2.514 0.686 1.222 0.00
H 1.582 1.014 0.771 0.00
H 1.850 1.814 3.086 0.00
H -1.517 0.040 6.421 0.00
H -0.625 -2.094 7.359 0.00
H 3.257 -0.973 6.625 0.00
H 2.542 1.208 5.647 0.00
```

- LUMO level (alpha / beta): -9.6 / -11.9 eV
- Net charge: +3
- ⟨S²⟩: 6.011
- 2S+1: 5
- Energy: -98773.3184 eV
- Kohn-Sham gap (alpha / beta): 6.152 / 3.829 eV